# C10H17N4

The ion C10H17N4 with charge +1 in a non-equilibrium geometry (ωB97M-V/def2-TZVPD, OMol25).

Each line ends with the natural charge from an NBO analysis.
Cartesian coordinates (Å):
C: 1.224 -2.762 -2.611  -0.2019
C: 1.943 -2.584 -1.571  0.0885
N: 2.438 -2.255 -0.234  -0.5975
C: 2.292 -1.026 0.304  0.5823
N: 2.684 -0.518 1.601  -0.4542
C: 2.253 0.876 1.635  0.2525
N: 1.639 1.075 0.369  -0.1474
C: 0.950 2.268 -0.234  -0.2546
C: -0.492 2.588 0.401  -0.4139
C: -1.298 1.252 0.874  -0.4381
C: -2.173 0.633 -0.321  -0.4214
C: -1.982 -0.939 -0.573  -0.4069
C: -1.843 -1.834 0.748  -0.6314
N: 1.642 0.003 -0.467  -0.3730
H: 0.544 -2.814 -3.531  0.3012
H: 2.909 -2.968 0.356  0.4674
H: 2.344 1.648 2.461  0.2891
H: 1.614 3.190 -0.014  0.2464
H: 0.918 2.209 -1.387  0.2343
H: -1.103 3.118 -0.420  0.2412
H: -0.306 3.309 1.283  0.2265
H: -2.053 1.642 1.658  0.2393
H: -0.633 0.510 1.427  0.2096
H: -3.290 0.794 -0.072  0.2302
H: -1.986 1.172 -1.318  0.2044
H: -2.942 -1.302 -1.109  0.2238
H: -1.132 -1.155 -1.329  0.1810
H: -0.742 -1.795 1.087  0.1847
H: -2.054 -2.944 0.515  0.2339
H: -2.482 -1.496 1.630  0.2273
H: 1.242 0.022 -1.413  0.4766

Properties
Multiplicity ... 1
HOMO-LUMO gap ... 9.317 eV
Structure (SMILES) ... C#CNc1ncn(CCCCCC)[nH+]1
Max |F| ... 6.7 eV/A
Total charge ... +1
LUMO energy ... -3.724 eV